Entry 1:
A molecular structure, C8H21N5O13 at a distorted geometry. Source: the Open Molecules 2025 dataset; level of theory: ωB97M-V/def2-TZVPD.

Cartesian coordinates (Å):
C -1.71 3.00 -2.12
N -2.05 2.15 -0.92
O -1.89 2.57 0.22
O -2.51 1.03 -1.11
H -2.29 2.82 -3.03
H -0.64 2.93 -2.32
H -1.97 4.01 -1.81
C 2.51 -2.78 0.90
N 3.14 -1.70 1.66
O 3.25 -1.89 2.86
O 3.59 -0.76 1.00
H 3.19 -3.26 0.20
H 1.68 -2.31 0.39
H 2.13 -3.59 1.53
C 1.65 -1.14 4.13
N 0.91 -0.82 2.88
O 1.54 -0.55 1.84
O -0.29 -0.82 2.99
H 0.89 -1.12 4.91
H 2.34 -0.36 4.46
H 2.22 -2.06 4.06
C -0.81 0.35 0.63
N -0.27 -0.92 0.12
O 0.27 -1.74 0.84
O -0.34 -1.02 -1.18
H 0.04 0.89 1.04
H -1.42 0.27 1.54
H -1.24 0.96 -0.16
C -2.89 -1.00 -1.70
N -2.78 -2.23 -0.97
O -2.92 -2.18 0.22
O -2.50 -3.25 -1.52
H -3.05 -0.15 -1.03
H -3.79 -1.10 -2.30
H -2.01 -0.84 -2.33
C 1.65 2.53 0.48
O 0.53 2.18 -0.31
C 0.80 1.42 -1.38
O 1.88 1.01 -1.89
O -0.43 1.16 -1.96
C -0.52 0.23 -3.03
H 2.47 2.95 -0.10
H 1.91 1.65 1.06
H 1.46 3.33 1.21
H 0.40 -0.30 -3.28
H -0.76 0.88 -3.87
H -1.38 -0.41 -2.80

The value obtained for the orbital gap is 9.1 eV. The calculation puts the energy above the lowest of the compared OMol25 structures with the same formula, charge and spin at 302.1 kcal per mole. For the HOMO energy, the calculation gives -9.9 eV.

=====

Entry 2:
3 unconnected molecules or ions with the total composition C8H21NO at a distorted geometry. Source: the Open Molecules 2025 dataset; level of theory: ωB97M-V/def2-TZVPD.

Cartesian coordinates (Å):
C -0.85 0.23 -1.63
C -2.02 0.44 -0.67
C -2.15 1.93 -0.34
C -1.89 -0.39 0.62
C -2.05 -1.89 0.36
N -0.59 -0.19 1.27
H -1.01 0.81 -2.53
H 0.08 0.56 -1.16
H -0.75 -0.82 -1.90
H -2.94 0.11 -1.15
H -1.22 2.33 0.05
H -2.95 2.11 0.38
H -2.39 2.49 -1.25
H -2.72 -0.08 1.29
H -2.05 -2.44 1.30
H -1.24 -2.26 -0.25
H -3.00 -2.09 -0.14
H -0.63 -0.52 2.23
H -0.34 0.80 1.28
C 3.62 1.08 -0.14
C 2.42 1.21 0.75
O 1.41 1.80 0.45
H 4.02 0.06 -0.09
H 4.40 1.75 0.24
H 3.38 1.35 -1.16
H 2.57 0.81 1.77
C 1.79 -1.82 0.09
H 0.97 -1.19 0.55
H 2.67 -1.91 0.72
H 1.37 -2.81 -0.02
H 2.08 -1.47 -0.90

The value obtained for the orbital gap is 9.9 eV. The calculation puts the energy above the lowest of the compared OMol25 structures with the same formula, charge and spin at 7.7 kcal per mole. As for the structure (SMILES): CC(C)[C@@H](C)N.CC=O.C. For the HOMO energy, the calculation gives -8.9 eV.

=====

Entry 3:
A molecular structure, C8H22Br2N2O2V at a distorted geometry. Source: the Open Molecules 2025 dataset; level of theory: ωB97M-V/def2-TZVPD.

Cartesian coordinates (Å):
V 1.13 0.38 0.78
Br 2.07 2.41 2.09
Br 2.99 -1.42 1.40
C -2.80 2.28 0.92
C -1.49 1.50 1.32
C -1.74 0.07 1.77
O -0.43 -0.42 2.19
C -0.59 -1.49 3.08
N -0.61 1.59 0.12
H -3.21 2.33 1.93
H -3.56 1.85 0.27
H -2.64 3.29 0.54
H -1.07 2.13 2.11
H -2.09 -0.51 0.92
H -2.53 0.04 2.52
H -1.28 -2.26 2.74
H -0.89 -1.11 4.06
H 0.33 -2.06 3.18
H -1.28 1.30 -0.58
H -0.52 2.57 -0.10
C 2.13 0.29 -3.57
C 1.41 0.18 -2.22
C 0.84 -1.26 -1.79
O 0.14 -1.27 -0.50
C -0.32 -2.60 -0.22
N 2.27 0.78 -1.18
H 1.56 -0.09 -4.41
H 3.06 -0.27 -3.64
H 2.41 1.30 -3.88
H 0.48 0.73 -2.35
H 1.66 -1.96 -1.93
H 0.16 -1.63 -2.56
H -1.40 -2.53 -0.08
H 0.10 -2.88 0.75
H -0.01 -3.30 -0.99
H 2.59 1.73 -1.32
H 3.16 0.33 -1.35

The value obtained for the orbital gap (alpha / beta) is 9.1 / 4.5 eV. Its spin multiplicity is 5. The calculation puts the energy above the lowest of the compared OMol25 structures with the same formula, charge and spin at 0.0 kcal per mole. Its net charge is +1. As for the expectation value of S²: 6.014. For the HOMO energy (alpha / beta), the calculation gives -11.6 / -12.0 eV.

=====

Entry 4:
A molecular structure, C8H22BrN2NaO2 at a distorted geometry. Source: the Open Molecules 2025 dataset; level of theory: ωB97M-V/def2-TZVPD.

Cartesian coordinates (Å):
Na -0.91 -2.38 2.42
Br -1.14 -0.21 0.40
C -0.04 5.07 -0.52
C 0.35 4.54 0.90
C -0.59 3.54 1.61
O -0.06 2.99 2.75
C 0.20 3.85 3.88
N 1.63 3.91 0.71
H -0.94 5.66 -0.43
H -0.07 4.37 -1.36
H 0.66 5.78 -0.98
H 0.45 5.45 1.49
H -0.79 2.69 0.94
H -1.58 3.94 1.84
H 0.99 4.59 3.96
H 0.56 3.44 4.82
H -0.70 4.40 4.16
H 1.57 3.00 0.26
H 2.11 3.70 1.57
C -1.48 -4.20 -2.94
C -1.07 -4.21 -1.46
C 0.39 -3.72 -1.19
O 1.20 -4.59 -1.87
C 2.50 -4.42 -1.42
N -2.13 -3.53 -0.76
H -2.47 -4.64 -3.10
H -0.75 -4.80 -3.48
H -1.54 -3.25 -3.48
H -1.02 -5.26 -1.16
H 0.54 -3.42 -0.15
H 0.54 -2.71 -1.56
H 3.10 -5.17 -1.94
H 2.45 -4.66 -0.36
H 2.97 -3.44 -1.48
H -3.04 -3.75 -1.12
H -1.89 -2.57 -0.95

The value obtained for the orbital gap (alpha / beta) is 7.0 / 3.3 eV. Its spin multiplicity is 2. Its net charge is +1. As for the expectation value of S²: 0.753. For the HOMO energy (alpha / beta), the calculation gives -11.5 / -11.3 eV.

=====

no.,total energy (Ha)
1,-1568.37373
2,-447.38241
3,-6669.81425
4,-3313.95828